Record 1
Here is C18H16BBrCl48NO as an isolated structure from the OMol25 dataset. Energies are from ωB97M-V/def2-TZVPD.

```
86
C18H16BBrCl48NO (ωB97M-V/def2-TZVPD)
N 2.7469 0.3580 0.5915
C 1.5996 -0.5658 0.9340
C 0.9685 -1.3968 -0.3283
O 0.6968 -2.8379 -0.0278
C 1.8147 -1.2994 -1.7275
B 2.9533 -2.4663 -1.9415
C 3.8644 -2.8078 -0.6169
C 4.2835 -4.4210 -0.7581
C 3.0282 -5.4096 -0.2712
Br 2.9547 -5.3220 1.7467
H 3.6128 -0.2378 0.6916
H 2.7898 1.1650 1.2666
H 0.7937 0.1073 1.5026
H 2.0150 -1.3101 1.7697
H -0.1097 -0.9256 -0.5305
H 1.1637 -3.1037 0.8241
H 2.3047 -0.2468 -1.9378
H 1.0200 -1.4519 -2.6054
H 2.5310 -3.4812 -2.4057
H 3.7122 -2.0426 -2.7671
H 3.3092 -2.7224 0.4094
H 4.8904 -2.2230 -0.6146
H 5.2306 -4.6628 -0.1135
H 4.4791 -4.6405 -1.9054
H 3.1755 -6.5303 -0.6513
H 1.9873 -5.0532 -0.6755
C 1.2881 4.0108 -0.8126
Cl 0.5437 2.4472 -1.2314
Cl 0.6193 5.2868 -1.8611
Cl 0.9380 4.3979 0.8910
Cl 3.0512 3.9116 -1.0489
C -3.2916 0.1155 -1.3949
Cl -3.0931 -1.2776 -2.4877
Cl -4.7575 1.0215 -1.8477
Cl -3.4457 -0.4631 0.2832
Cl -1.8701 1.1815 -1.5274
C -4.2406 2.7143 3.2394
Cl -4.0636 4.4604 3.5468
Cl -5.9606 2.2629 3.3508
Cl -3.6310 2.3335 1.6091
Cl -3.3071 1.8005 4.4510
C -7.8395 -1.2781 2.3669
Cl -8.9568 -0.1030 3.1053
Cl -7.6045 -2.6524 3.4763
Cl -8.5252 -1.8653 0.8308
Cl -6.2714 -0.4917 2.0551
C -6.6537 3.8667 -4.3628
Cl -6.4553 2.4735 -5.4556
Cl -8.1197 4.7726 -4.8156
Cl -6.8078 3.2880 -2.6847
Cl -5.2322 4.9326 -4.4953
C -9.0794 -5.2527 -1.3424
Cl -9.1031 -6.9415 -1.9098
Cl -9.7750 -5.1666 0.2956
Cl -7.3988 -4.6620 -1.3058
Cl -10.0407 -4.2406 -2.4498
C 1.4226 -7.3654 -3.2710
Cl 0.3053 -6.1903 -2.5325
Cl 1.6576 -8.7397 -2.1616
Cl 0.7369 -7.9526 -4.8070
Cl 2.9907 -6.5790 -3.5828
C 1.1598 1.9382 4.3999
Cl 2.4126 3.0902 3.8726
Cl 0.6242 2.3560 6.0471
Cl -0.2282 2.0191 3.2857
Cl 1.8305 0.2876 4.3943
C 6.0836 -0.5614 4.8879
Cl 5.0241 -0.4279 6.3142
Cl 5.1077 -0.4004 3.4059
Cl 7.3090 0.7311 4.9354
Cl 6.8935 -2.1483 4.8961
C 6.7113 5.2215 1.1000
Cl 5.4253 4.7102 2.2220
Cl 6.1875 4.9278 -0.5775
Cl 7.0392 6.9584 1.3243
Cl 8.1935 4.2898 1.4310
C 11.5213 6.7429 -0.1801
Cl 9.8180 6.6619 0.3365
Cl 11.6339 7.6365 -1.7174
Cl 12.4805 7.5812 1.0657
Cl 12.1529 5.0922 -0.4051
C -10.6451 2.5530 -2.6019
Cl -10.4681 4.2991 -2.2946
Cl -12.3651 2.1016 -2.4905
Cl -10.0355 2.1722 -4.2322
Cl -9.7115 1.6392 -1.3903
```

Values from the calculation:
HOMO-LUMO gap   6.02 eV
LUMO energy   0.0417 Eh
HOMO energy   -4.9 eV
Total charge   -1

Results of the Mulliken charge analysis, in e, for atoms 1 through 2:
1. N -0.28
2. C 0.33



Record 2
Here is C18H16BaF6N4O11S2Si as an isolated structure from the OMol25 dataset. Energies are from ωB97M-V/def2-TZVPD.

```
59
C18H16BaF6N4O11S2Si (ωB97M-V/def2-TZVPD)
Ba 0.1097 0.5538 -0.4373
O 0.9133 -1.4697 3.2314
C 0.9581 -0.3971 2.6408
O 1.1270 -0.2180 1.3723
C 0.8311 0.8814 3.4525
C 1.0875 0.7936 4.7871
C 1.0566 1.9323 5.6112
C 0.7993 3.1754 5.0830
C 0.5484 3.2965 3.7395
C 0.4615 2.1595 2.8400
O 0.0577 2.2641 1.6643
N 0.3456 4.6627 3.2499
O 0.5200 4.8946 2.0731
O 0.0439 5.5310 4.0673
N 1.3367 1.8219 7.0279
O 1.6188 0.7222 7.4803
O 1.3200 2.8370 7.7166
H 1.3177 -0.1784 5.2017
H 0.8102 4.0526 5.7096
F -2.2778 3.9442 -3.1963
C -2.7505 2.7217 -3.0135
F -3.3986 2.6627 -1.8673
F -3.6027 2.4541 -3.9984
S -1.3818 1.4216 -3.0988
O -1.5523 0.6536 -1.8654
O -1.6423 0.7741 -4.3443
N 0.0012 2.2307 -3.1432
S 0.4273 2.8562 -1.7338
O -0.7276 3.1330 -0.9142
O 1.5585 2.1525 -1.1584
C 1.1609 4.4565 -2.2233
F 1.6855 4.9903 -1.1427
F 2.1009 4.2576 -3.1343
F 0.2277 5.2460 -2.7244
C 1.3178 -0.9978 -3.5083
Si 0.5595 -2.5498 -2.7500
C 1.9599 -3.8023 -2.8141
C -0.7319 -3.1291 -3.9843
N -0.0448 -2.1765 -1.2358
C -0.6929 -3.0427 -0.4006
C -0.8446 -4.4398 -0.6294
C -1.4922 -5.2752 0.2723
C -2.0382 -4.7829 1.4538
C -1.9224 -3.4148 1.7018
C -1.2863 -2.5775 0.8091
H 1.8767 -1.2407 -4.4194
H 2.0135 -0.4994 -2.8182
H 0.5444 -0.2905 -3.8049
H 2.3274 -3.9306 -3.8407
H 1.6547 -4.7843 -2.4315
H 2.7913 -3.4543 -2.1873
H -0.2894 -3.3963 -4.9528
H -1.4553 -2.3195 -4.1500
H -1.2851 -3.9943 -3.6010
H -0.4270 -4.8682 -1.5372
H -1.5638 -6.3359 0.0484
H -2.5250 -5.4406 2.1645
H -2.3242 -2.9955 2.6187
H -1.2139 -1.5314 1.0439
```

Values from the calculation:
HOMO-LUMO gap   5.83 eV
LUMO energy   0.1498 Eh
HOMO energy   -1.8 eV
ΔE to the lowest compared entry with this formula, charge and spin   55.8 kcal/mol
Total charge   -2

Results of the Mulliken charge analysis, in e, for atoms 1 through 2:
1. Ba 2.24
2. O -0.69



Record 3
Here is C18H16ClCoN4O4S as an isolated structure from the OMol25 dataset. Energies are from ωB97M-V/def2-TZVPD.

```
45
C18H16ClCoN4O4S (ωB97M-V/def2-TZVPD)
Co -1.6323 2.2758 -0.0484
N 2.3030 -4.2461 2.0582
C 2.1232 -2.8670 2.0030
C 1.2360 -2.2330 2.8739
C 1.0042 -0.8735 2.7698
C 1.6653 -0.1310 1.8011
C 2.5725 -0.7452 0.9457
C 2.7921 -2.1056 1.0417
S 1.3406 1.5931 1.6687
O 0.6002 1.9742 2.8372
O 2.5643 2.2571 1.3249
N 0.2813 1.7383 0.4332
C 0.6309 1.7246 -0.8697
N -0.4781 2.0515 -1.5792
C -0.4255 2.0912 -2.8976
C 0.7566 1.8006 -3.5514
C 1.8367 1.4568 -2.7442
N 1.7989 1.4068 -1.4197
H 2.0873 -4.6749 2.9441
H 3.1687 -4.5848 1.6696
H 0.7238 -2.8129 3.6327
H 0.3195 -0.3750 3.4409
H 3.0975 -0.1484 0.2136
H 3.4959 -2.5886 0.3743
H -1.3357 2.3635 -3.4179
H 0.8360 1.8319 -4.6261
H 2.7899 1.2009 -3.1953
O -2.6927 2.9869 1.4698
C -2.9457 3.9658 0.7230
O -2.5692 3.9155 -0.4842
H -3.4670 4.8503 1.1024
Cl -2.4116 -0.4024 1.9922
C -1.8439 -0.9094 0.4254
C -1.0069 -2.0105 0.3466
C -0.5682 -2.4460 -0.8932
C -0.9881 -1.8000 -2.0527
C -1.8183 -0.7000 -1.9626
C -2.2541 -0.2096 -0.7246
C -3.0236 1.0350 -0.6358
H -0.6957 -2.5078 1.2533
H 0.0955 -3.2983 -0.9512
H -0.6630 -2.1533 -3.0222
H -2.1394 -0.1887 -2.8619
H -3.7470 1.0843 0.1712
H -3.4138 1.4077 -1.5784
```

Values from the calculation:
HOMO-LUMO gap (spin up / spin down)   7.08 / 7.82 eV
LUMO energy (spin up / spin down)   -0.0446 / -0.0175 Eh
HOMO energy (spin up / spin down)   -8.3 / -8.3 eV
ΔE to the lowest compared entry with this formula, charge and spin   5.8 kcal/mol
Total charge   0

Results of the Mulliken charge analysis, in e, for atoms 1 through 2:
1. Co -0.25
2. N -0.61



Record 4
Here is C18H16ClN6OS4Sm as an isolated structure from the OMol25 dataset. Energies are from ωB97M-V/def2-TZVPD.

```
47
C18H16ClN6OS4Sm (ωB97M-V/def2-TZVPD)
Sm 7.4894 8.4516 16.7714
C 9.2653 4.0802 16.6165
C 8.2673 5.2614 16.5215
N 8.1020 6.1577 17.4433
N 8.7522 6.0036 18.6011
C 8.1097 6.7370 19.5541
N 8.5925 6.6413 20.8199
S 6.7531 7.7478 19.2942
C 7.4505 5.4725 15.3477
C 7.5018 4.6804 14.2064
C 6.6079 4.8948 13.1585
C 5.6222 5.8993 13.2748
C 5.6554 6.6509 14.4761
N 6.6327 6.5138 15.3861
H 10.3154 4.4091 16.6214
H 9.1359 3.3778 15.7947
H 9.0409 3.6587 17.6121
H 9.2374 5.8684 21.0113
H 8.3496 7.2746 21.5439
H 8.2274 3.8961 14.1252
H 6.5284 4.2051 12.3023
H 4.9610 6.1669 12.4673
H 5.0299 7.5140 14.5787
Cl 9.9375 9.3259 17.8061
C 9.9209 8.7152 16.1476
H 10.5916 7.9038 16.2261
H 10.3463 9.5188 15.5261
O 5.6443 4.4766 19.1944
C 4.9134 4.4464 18.3559
S 5.3269 9.3738 11.2608
C 5.6131 9.7379 12.8629
S 4.3312 10.1071 14.0179
C 5.5420 10.0270 15.3628
N 6.7823 9.8368 14.9522
N 6.8074 9.6473 13.5240
C 8.0359 9.4081 12.9023
C 8.3663 10.2832 11.8618
C 9.3595 9.8716 10.9627
C 10.0544 8.7204 11.1473
C 9.8567 7.9704 12.2617
C 8.8135 8.3109 13.1282
S 5.2636 10.1514 17.0375
H 7.8248 11.2322 11.7210
H 9.5902 10.4928 10.0594
H 10.7108 8.4529 10.3242
H 10.5182 7.0839 12.4956
H 8.6370 7.7578 14.0458
```

Values from the calculation:
HOMO-LUMO gap (spin up / spin down)   7.23 / 7.25 eV
LUMO energy (spin up / spin down)   -0.0305 / -0.0299 Eh
HOMO energy (spin up / spin down)   -8.1 / -8.1 eV
ΔE to the lowest compared entry with this formula, charge and spin   12.9 kcal/mol
Total charge   0
Spin multiplicity   6
Expectation value of S²   8.764

Results of the Mulliken charge analysis, in e, for atoms 1 through 2:
1. Sm 0.82
2. C -1.53



| no. | electronic energy (eV) |
| --- | --- |
| 1 | -694252.2776 |
| 2 | -93953.8059 |
| 3 | -94060.5469 |
| 4 | -103681.3867 |